{"formula": "C40H44F9NO6", "method": "the ωB97M-V functional and the def2-TZVPD basis", "homo_ev": [-10.61, -10.61], "multiplicity": 2, "total_energy_ev": -80417.3474, "charge": 1, "lumo_energy_ha": [-0.1164, -0.2596], "species": ["N", "C", "C", "C", "C", "H", "H", "H", "H", "H", "C", "C", "C", "C", "C", "C", "H", "H", "H", "H", "H", "H", "C", "C", "C", "C", "C", "C", "H", "H", "H", "H", "H", "H", "C", "C", "C", "C", "C", "C", "H", "H", "H", "H", "H", "H", "C", "C", "C", "C", "C", "C", "H", "H", "H", "H", "H", "H", "C", "C", "O", "C", "O", "C", "F", "F", "F", "H", "H", "H", "H", "H", "C", "C", "O", "C", "O", "C", "F", "F", "F", "H", "H", "H", "H", "H", "C", "C", "O", "C", "O", "C", "F", "F", "F", "H", "H", "H", "H", "H"], "xyz": [[-4.406909, -0.191683, 0.623255], [-3.912253, 0.658236, -0.283800], [-4.222994, 1.973983, 0.130630], [-4.985529, 1.955435, 1.258316], [-5.131977, 0.568587, 1.555254], [-4.248699, -1.187748, 0.569181], [-3.406150, 0.223654, -1.133158], [-3.915666, 2.761005, -0.542093], [-5.376684, 2.788232, 1.823874], [-5.612694, 0.153437, 2.428731], [5.254092, -1.881209, 3.813904], [5.604091, -0.758386, 3.072273], [6.548702, 0.113415, 3.579566], [7.073128, -0.085270, 4.851478], [6.585572, -1.116071, 5.662556], [5.672529, -2.013775, 5.124297], [4.525368, -2.612003, 3.495587], [5.232466, -0.544360, 2.081063], [6.785788, 0.986891, 2.990311], [7.853283, 0.578210, 5.194359], [7.112098, -1.227426, 6.598925], [5.453428, -2.951080, 5.614054], [-5.174841, -3.789444, 0.492992], [-4.110299, -3.536516, -0.352675], [-2.944456, -2.908432, 0.122966], [-2.816369, -2.706916, 1.462621], [-3.837148, -3.115223, 2.363009], [-5.020670, -3.643808, 1.865593], [-6.165447, -4.032216, 0.137776], [-4.199976, -3.825400, -1.389450], [-2.059454, -2.687401, -0.455238], [-2.010445, -2.161648, 1.931226], [-3.837647, -2.975193, 3.433893], [-5.874992, -3.825239, 2.500896], [-0.619082, -3.563956, -2.894838], [-0.932103, -2.309446, -3.421567], [-0.449614, -1.110039, -2.827025], [0.306105, -1.132685, -1.676584], [0.574821, -2.384192, -1.169553], [0.153166, -3.582342, -1.797504], [-0.859678, -4.402155, -3.531986], [-1.449412, -2.261579, -4.368399], [-0.801197, -0.157211, -3.194330], [0.547394, -0.245179, -1.110428], [1.143189, -2.498335, -0.258335], [0.415120, -4.544729, -1.383259], [1.732676, -2.961681, 2.439596], [1.222684, -4.235803, 2.191526], [0.195165, -4.736424, 2.975963], [-0.359277, -3.966126, 3.977432], [0.141861, -2.715434, 4.241870], [1.200704, -2.218138, 3.517911], [2.534541, -2.567451, 1.832954], [1.589689, -4.701985, 1.289096], [-0.202668, -5.724864, 2.799510], [-1.251110, -4.331522, 4.464791], [-0.335380, -2.143993, 5.024241], [1.528026, -1.202869, 3.686714], [-1.228758, 0.912995, 2.751122], [-0.793462, 0.715822, 1.275337], [0.567439, 0.586819, 1.127327], [1.356670, 1.735980, 1.191769], [0.948541, 2.902171, 1.403122], [2.862096, 1.506616, 1.085336], [3.193944, 0.223751, 0.874835], [3.261288, 2.296316, 0.060653], [3.407850, 1.969055, 2.206181], [-0.844027, 1.809083, 3.238074], [-0.873874, 0.054373, 3.321145], [-2.311936, 0.902756, 2.872503], [-1.189412, 1.599369, 0.774670], [-1.306799, -0.156855, 0.871592], [-2.290650, 2.375565, -3.281030], [-1.426775, 2.355520, -2.032839], [-1.600156, 3.584816, -1.267429], [-0.575674, 4.492164, -1.257782], [0.460963, 4.283695, -1.909617], [-0.851199, 5.733140, -0.310003], [0.097330, 5.920334, 0.588646], [-0.843439, 6.840459, -1.005000], [-2.047558, 5.608728, 0.332886], [-3.353797, 2.475291, -3.062222], [-2.070904, 1.472251, -3.850092], [-1.914527, 3.202939, -3.882765], [-0.381394, 2.223737, -2.311945], [-1.649427, 1.528414, -1.358731], [0.763086, 2.945102, -7.508280], [0.850029, 3.880863, -6.322101], [1.959057, 3.700584, -5.463212], [2.028431, 2.702337, -4.594253], [1.118775, 1.924356, -4.365934], [3.478700, 2.382099, -4.132224], [3.631125, 2.691703, -2.840448], [3.702677, 1.125310, -4.264076], [4.414975, 3.047617, -4.827778], [0.387654, 1.987135, -7.148478], [1.778614, 2.886404, -7.899888], [0.030165, 3.394493, -8.178337], [-0.053371, 3.959001, -5.717232], [0.852864, 4.931193, -6.613471]], "forces_ev_per_angstrom": [[-1.13, 1.66, 0.57], [-0.23, -1.59, 0.80], [0.24, 1.32, -1.56], [0.29, -0.89, -0.32], [0.88, -0.37, 0.10], [-0.20, -0.58, 0.33], [0.17, 0.42, -0.16], [-0.05, 0.57, 0.56], [-0.05, -0.16, -0.08], [-0.03, -0.36, -0.22], [-0.94, 0.46, 0.23], [0.27, -0.26, -0.08], [-0.34, 0.19, 0.27], [-0.47, 0.03, -0.05], [1.06, 0.51, -0.82], [0.98, -0.46, 0.05], [0.06, -0.03, -0.52], [-0.21, -0.33, -0.05], [0.39, 0.03, 0.01], [-0.01, 0.03, 0.23], [-0.48, -0.34, 0.33], [-0.30, 0.15, 0.42], [-0.12, 0.09, 0.26], [0.22, 0.29, -0.49], [0.06, -0.98, -0.41], [-1.03, 0.13, 2.82], [-0.40, 0.07, -0.63], [0.15, 0.70, -0.30], [0.15, -0.47, -0.37], [0.03, 0.29, -0.21], [-0.21, 0.03, -0.68], [0.56, -0.18, -0.31], [0.72, 0.19, 0.08], [0.10, -0.18, 0.23], [-0.55, 1.41, -2.34], [0.68, 1.21, 0.17], [-1.55, -0.67, -0.77], [-0.59, -0.74, 0.30], [0.41, -1.43, 0.36], [1.06, 0.20, 2.04], [-0.17, -0.44, 0.52], [-0.25, 0.16, 0.02], [0.25, 0.04, -0.45], [0.32, 0.07, -0.26], [0.08, 0.13, 0.12], [0.27, 0.03, 0.29], [-0.65, 0.05, 1.20], [0.28, 0.98, -0.34], [0.01, -0.39, -0.34], [-0.33, -0.55, -0.35], [-0.28, 0.27, 0.47], [0.44, 0.07, -1.25], [0.01, 0.12, -0.04], [0.01, -0.65, 0.18], [-0.04, -0.07, -0.17], [0.09, -0.06, 0.37], [0.13, 0.27, 0.09], [0.29, 0.02, 0.15], [0.48, -0.89, 0.05], [-2.59, 1.48, 1.53], [3.15, 1.39, -0.33], [-3.27, 2.61, 1.25], [1.00, -4.51, -1.01], [-0.30, 0.55, -0.62], [0.05, 0.83, 0.04], [0.26, -0.96, 0.48], [0.30, -0.50, -0.17], [0.08, 0.07, -0.38], [0.09, -0.05, 0.14], [-0.13, 0.12, -0.31], [0.30, 0.14, -0.51], [0.49, -0.24, -0.13], [0.79, 0.15, 0.31], [0.40, 0.11, -0.16], [0.36, 0.83, 0.46], [2.29, -2.40, -1.88], [-2.98, 1.59, 2.27], [-0.17, -0.41, 0.31], [0.22, -1.01, 0.49], [-0.70, 0.66, -1.21], [0.83, -0.08, -0.56], [0.02, 0.03, -0.15], [-0.28, -0.06, -0.01], [-0.40, 0.09, -0.13], [0.01, 0.26, -0.02], [-0.21, 0.17, 0.15], [0.04, 0.30, 1.28], [-1.74, 1.37, 0.47], [1.58, -0.05, 0.63], [-1.58, -1.28, -1.57], [0.97, 1.00, 0.38], [0.01, 2.19, 0.41], [-0.12, 0.24, 0.27], [0.18, -2.18, -0.37], [-0.40, 0.06, 0.05], [0.24, -0.17, -0.36], [-0.30, -0.25, -0.53], [0.30, -0.21, -0.32], [-0.28, -0.98, 0.20], [0.96, -0.02, -0.43]], "mulliken_spin": [-0.053, 0.296, 0.159, 0.107, 0.387, 0.019, 0.062, -0.005, 0.006, -0.006, 0.000, 0.000, 0.000, 0.000, 0.000, 0.000, 0.000, 0.000, 0.000, 0.000, 0.000, 0.000, -0.001, 0.001, -0.001, 0.003, -0.002, 0.000, 0.000, 0.000, -0.002, 0.002, 0.000, 0.000, 0.000, 0.000, 0.000, 0.002, 0.000, 0.000, 0.000, 0.000, 0.001, 0.000, 0.000, 0.000, 0.000, 0.000, 0.000, 0.000, 0.000, 0.000, 0.000, 0.000, 0.000, 0.000, 0.000, 0.000, -0.012, 0.050, -0.003, 0.001, 0.000, 0.000, 0.000, 0.000, 0.000, 0.000, 0.003, 0.009, -0.019, -0.024, 0.000, 0.005, -0.003, 0.001, 0.000, 0.000, 0.000, 0.000, 0.000, 0.002, -0.001, 0.000, 0.000, 0.016, 0.000, 0.000, 0.000, 0.000, 0.000, 0.000, 0.000, 0.000, 0.000, 0.000, 0.000, 0.000, 0.000, 0.000]}